1.
Below is a molecular structure, C9H26N6O15S at a distorted geometry, with properties calculated with the ωB97M-V functional and the def2-TZVPD basis.

LUMO: -0.0519 Ha
calculated total energy: -2212.6867 hartree
gap between HOMO and LUMO: 7.7 eV

Last column: Löwdin charge in e.
CARTESIAN COORDINATES (ANGSTROEM)
1 H -2.9246 10.6457 -21.8311  0.1204
2 C 2.8863 15.0660 -22.2531  0.0176
3 N -1.9949 16.9274 -22.1523  -0.2521
4 O 3.8558 13.8271 -23.9395  0.0773
5 C -2.6189 18.1244 -21.4344  0.1021
6 S 4.9887 18.4655 -19.1937  0.6990
7 H 0.1954 19.0852 -21.2477  0.1118
8 H 4.2430 15.8260 -19.6752  0.1405
9 H 1.3181 16.5628 -19.2510  0.0788
10 H -3.2342 11.7411 -20.3860  0.1069
11 O -0.9348 17.1101 -22.8139  0.0202
12 O 4.6430 18.6341 -17.7720  -0.3066
13 H 4.0614 20.2366 -20.4868  0.0056
14 O 2.4736 20.0167 -20.8844  0.0181
15 O 1.4483 15.2983 -20.1434  -0.1805
16 H 1.0023 17.8652 -20.2427  0.0994
17 O 1.9004 13.1537 -23.1311  0.0609
18 O -2.3221 17.0941 -19.1397  0.0071
19 C 2.2406 16.1566 -18.8360  -0.1330
20 O 3.6980 17.8459 -19.9954  -0.2987
21 N 0.4002 15.6048 -20.6770  -0.2993
22 H -1.2415 14.8256 -18.5260  0.1318
23 O -0.1970 16.6338 -20.4535  -0.1038
24 C -3.0255 11.6630 -21.4530  0.0707
25 C 0.9201 18.2710 -21.2510  0.0537
26 N -2.7838 15.9665 -19.3614  -0.4159
27 O -2.3394 15.7429 -21.8876  -0.0097
28 H 0.3008 14.9862 -22.6644  0.1227
29 H 2.0782 15.0788 -18.8211  0.1165
30 N 2.2788 18.9210 -21.4229  -0.3891
31 H 3.0779 15.9152 -20.7192  0.0387
32 C -1.8204 14.8360 -19.4495  0.0602
33 H 3.8694 15.5271 -22.1574  0.1227
34 H 0.6570 17.4890 -21.9633  0.0764
35 O -1.2635 13.1075 -22.0011  -0.0466
36 N 2.9077 13.8516 -23.1495  -0.3748
37 H -2.2925 13.8535 -19.4452  0.1054
38 O 2.9915 18.4651 -22.2892  0.0872
39 H 5.6504 19.7158 -21.0143  0.0719
40 C -0.1805 14.6471 -21.7471  -0.0341
41 C 5.0743 20.0270 -20.1429  -0.0865
42 H -1.6634 18.6232 -21.2722  0.0779
43 C 3.3475 16.4347 -19.7997  -0.1894
44 O 6.1370 17.6293 -19.5711  -0.3181
45 H -3.0886 17.7832 -20.5118  0.0615
46 N -1.6432 12.1051 -21.3617  -0.3803
47 H -1.1901 15.0265 -20.3181  0.0226
48 O -0.9184 11.3424 -20.7265  0.0885
49 H 2.1998 15.8583 -22.5517  0.1049
50 H 0.2520 13.6949 -21.4400  0.1127
51 H -1.2652 14.6567 -21.6395  0.0271
52 H 2.4213 16.5355 -17.8301  0.0982
53 H -3.2587 18.7607 -22.0457  0.1143
54 H 5.5316 20.8071 -19.5343  0.0763
55 H 2.4553 14.7084 -21.3180  0.0756
56 H -3.4580 12.4649 -22.0514  0.1139
57 O -3.9546 15.8186 -19.3445  0.1213

2.
Below is a single C5H11N3O molecule at a distorted geometry, with properties calculated with the ωB97M-V functional and the def2-TZVPD basis.

LUMO: 0.0276 Ha
calculated total energy: -436.5363 hartree
gap between HOMO and LUMO: 9.0 eV

Last column: Löwdin charge in e.
CARTESIAN COORDINATES (ANGSTROEM)
1 O 2.4781 0.1945 -0.4006  -0.0474
2 H -3.1322 -0.0633 -0.4105  0.0976
3 C 1.3048 -0.2444 0.3115  -0.3544
4 H -0.0833 -2.3133 0.6126  0.0993
5 C -0.3323 1.7629 -0.2344  -0.2090
6 N -1.5731 -0.9430 0.5172  -0.0139
7 H 3.0858 -0.5402 -0.3990  0.0792
8 H 0.0201 -0.4192 -1.5039  0.1255
9 H 0.2391 1.9079 -1.1399  0.1006
10 H -0.0100 0.8309 1.7286  0.0964
11 C -2.1111 0.1517 -0.1965  -0.2321
12 C 0.5182 -1.0756 -0.7429  -0.1813
13 H 1.5920 -0.8277 1.1921  0.1392
14 C 0.5577 0.9988 0.8297  -0.1270
15 H 1.1454 -1.7759 -1.2870  0.1194
16 N -0.5610 -1.8046 -0.1233  -0.0549
17 H -0.4902 2.8155 0.0959  0.1143
18 H 1.3536 1.6574 1.2074  0.1138
19 H -2.3598 -1.5622 0.5803  0.0967
20 N -1.6418 1.2497 -0.6372  0.0382

3.
Below is 9 unconnected molecules or ions with the total composition C43H76F6N2O14P at a distorted geometry, with properties calculated with the ωB97M-V functional and the def2-TZVPD basis.

LUMO: -0.1359 Ha
net charge: +1
calculated total energy: -3787.3587 hartree
gap between HOMO and LUMO: 7.3 eV

Last column: Löwdin charge in e.
CARTESIAN COORDINATES (ANGSTROEM)
1 P -1.2644 -1.8758 -3.9078  0.4680
2 H -0.5160 1.8983 1.4792  0.1019
3 O 7.2841 4.2611 5.6931  0.0744
4 C -2.4260 -7.7738 0.4820  -0.0136
5 C -0.6993 3.6049 9.1317  -0.4934
6 F 4.3291 2.5658 1.1605  0.1340
7 H 1.3517 3.6183 -0.0455  0.1068
8 C -1.5607 -2.3695 -0.7790  -0.0901
9 H 6.4612 4.9233 2.7979  0.0866
10 H -5.5725 3.2479 7.6027  0.0903
11 C 4.5801 1.4179 -0.8758  -0.5819
12 F 4.9431 0.3146 -0.2444  0.1940
13 H 6.9460 -0.3457 -2.8487  0.0871
14 H -2.8894 -0.5442 -4.3860  0.1110
15 H -1.4745 -7.4897 0.9259  0.0822
16 C -5.2901 1.4107 -8.6548  -0.0223
17 H -3.0642 -8.2105 1.2513  0.0878
18 H 8.1101 2.2588 3.4992  0.0820
19 H -9.7164 -8.2437 -1.2635  0.0824
20 C -0.9432 -0.6778 -2.5720  -0.0614
21 H 0.3971 -2.7424 -4.8260  0.1084
22 C 1.6149 -2.7980 0.0976  -0.3557
23 C -0.5169 0.6290 -2.9236  -0.0444
24 H -2.3569 -2.6687 -1.4479  0.1209
25 H -2.9412 -0.8603 1.7009  0.1276
26 H -6.2978 1.7643 -8.4512  0.0829
27 C 7.6917 0.4305 -2.6639  -0.0368
28 O -5.7269 -0.0929 -6.8633  0.0684
29 C 1.2595 2.7439 0.5819  -0.1313
30 O -1.8383 3.9813 8.9741  0.0592
31 H -0.9400 -4.3761 -0.7470  0.1023
32 H 3.4586 7.0906 -5.3084  0.0914
33 C -0.8876 -0.4255 1.1667  -0.0832
34 H -7.1762 -10.9585 -0.4191  0.0871
35 C -0.3213 1.0758 -4.3584  -0.3171
36 H -4.5884 2.2372 -8.5313  0.0844
37 H 2.0738 1.0691 -0.5879  0.1135
38 C -3.5737 -0.3253 -7.8336  -0.0261
39 H 1.7647 1.3035 -3.7883  0.0806
40 C 9.0500 -0.0379 -3.1346  -0.5025
41 C -4.1758 2.7645 6.0563  -0.4863
42 H -0.5322 0.2946 -5.0676  0.1010
43 H -4.3302 -7.4731 -1.5959  0.0940
44 H -4.7987 -5.8203 -1.1531  0.0861
45 C 1.1115 1.5360 -4.6234  0.0100
46 C -3.0945 -6.5603 -0.1106  -0.4752
47 H 10.5796 -1.5096 -2.9117  0.0828
48 H 7.4138 1.3313 -3.2053  0.0774
49 C -4.6213 2.7249 7.4910  -0.0152
50 H -10.0601 -9.5850 -0.1528  0.0875
51 H -0.7248 -1.4849 1.3018  0.1106
52 H 5.3640 4.8159 4.1891  0.0810
53 H -0.8878 -1.7486 5.2013  0.0748
54 C 3.2613 5.1391 -4.4520  -0.4913
55 C 2.8563 6.1925 -5.4495  -0.0153
56 C 3.6775 2.2984 0.0107  -0.4469
57 C -0.4532 -3.4100 -0.7762  -0.1423
58 C 6.1251 4.2882 3.6189  -0.0263
59 H -0.9175 2.0268 7.7085  0.0682
60 H 0.1699 1.6453 9.0600  0.0888
61 H -5.2371 1.0545 -9.6845  0.0870
62 O -2.0914 0.4366 3.0747  -0.1311
63 H 1.1248 2.6161 -4.7432  0.0771
64 O -3.9991 1.7541 5.4089  0.0500
65 H -0.1793 -0.3675 4.3668  0.0676
66 H -2.2507 -8.5186 -0.2954  0.0888
67 H 4.9179 4.2399 -5.4696  0.0916
68 H 8.8762 3.8078 3.0919  0.0847
69 O 2.4717 4.6888 -3.6485  0.0399
70 O -1.5647 -3.2429 -3.4861  -0.2245
71 O 0.3752 -3.2799 0.4041  -0.0453
72 H -1.0848 -0.1111 5.8614  0.0613
73 C -2.3011 -0.5317 4.1135  -0.2271
74 H -7.9730 -10.6413 1.1340  0.0876
75 H 1.4999 1.0914 -5.5308  0.0925
76 H 0.1487 -3.3713 -1.6783  0.1186
77 C 4.6926 4.6694 -4.4923  -0.0084
78 C -0.2879 1.5749 -1.9195  -0.1713
79 F 3.5569 3.4690 -0.6653  0.1203
80 C -9.3493 -9.1930 -0.8815  -0.0212
81 C -1.0307 -0.7011 4.9545  -0.0431
82 H 1.4172 3.0817 1.6027  0.1304
83 C -1.0951 -1.0031 -1.2132  -0.1040
84 N -0.8058 -0.0731 -0.2612  0.0805
85 F -1.2422 2.0885 -4.6263  0.0042
86 H 1.6823 -1.7043 0.1846  0.1355
87 C -4.4287 -6.7681 -0.7692  -0.0153
88 H 1.1062 4.6723 9.5687  0.0877
89 H 4.8523 3.9158 -3.7238  0.0708
90 C -2.2489 -0.0210 1.7786  -0.1937
91 H -4.8761 4.7080 5.4892  0.0877
92 H 5.6949 3.3734 3.2094  0.0648
93 C -0.4321 1.2025 -0.5729  -0.0887
94 H 9.7099 -1.1321 -1.4113  0.0850
95 O -2.5728 -5.4645 -0.0530  0.0433
96 C 8.4475 3.2154 3.9017  -0.0242
97 C -4.9461 0.2924 -7.7018  -0.5048
98 H 1.0570 3.0576 -2.3119  0.0826
99 H 8.9345 -2.1270 -2.6603  0.0846
100 H 5.3661 5.5085 -4.3143  0.0935
101 H 7.7236 0.6488 -1.5974  0.0765
102 H -9.2632 -9.9021 -1.7061  0.0871
103 H 3.0090 5.8230 -6.4646  0.0898
104 F 5.6780 2.0923 -1.2126  0.1696
105 O 0.0581 -1.8353 -4.7933  -0.0930
106 H -5.1491 -7.1633 -0.0520  0.0680
107 H -2.6742 0.7735 1.1586  0.1359
108 C -0.1960 2.2240 0.4994  -0.0869
109 H 0.7104 2.7363 7.7687  0.0866
110 H -3.8686 3.2035 8.1188  0.0587
111 F 3.9379 1.1017 -1.9997  0.1627
112 H -6.3828 -9.9314 0.7926  0.0753
113 C -8.0035 -8.9891 -0.2323  -0.4970
114 C 2.3131 1.6812 0.2784  -0.0650
115 H 2.4487 1.0669 1.1659  0.1395
116 C 7.2870 3.9534 4.5261  -0.5063
117 O -2.3681 -1.2233 -4.8357  -0.0822
118 N 0.0607 2.9177 -2.1859  0.1497
119 C -3.9521 4.1294 5.4561  -0.0146
120 C 0.2332 4.2885 10.0987  -0.0190
121 H -3.4410 -0.7498 -8.8296  0.0886
122 H -1.9939 -2.3479 0.2128  0.1161
123 H -3.4648 -1.1131 -7.0941  0.0590
124 C -7.3400 -10.2101 0.3575  -0.0201
125 H -0.4494 3.2793 -2.9790  0.1008
126 H -0.8246 3.0734 0.2432  0.1391
127 H -0.2839 5.1145 10.5804  0.0838
128 H -2.8081 0.4351 -7.6652  0.0820
129 H -3.1841 4.6592 6.0219  0.0844
130 H 0.5661 3.5815 10.8600  0.0884
131 H -0.1023 0.0688 1.7169  0.1224
132 H -3.6318 4.0251 4.4214  0.0773
133 H -4.7453 1.6908 7.8061  0.0844
134 O 9.6584 0.5605 -3.9884  0.0768
135 C 9.6049 -1.2837 -2.4867  -0.0228
136 O -7.4811 -7.8985 -0.1865  0.0565
137 H 9.2105 3.0363 4.6551  0.0822
138 H -2.5954 -1.5013 3.7123  0.1168
139 H -3.1093 -0.1628 4.7304  0.0877
140 H 1.8067 6.4421 -5.3133  0.0831
141 C -0.1476 2.4253 8.3666  -0.0177
142 O 2.5217 -3.4835 -0.1782  0.1619

Which formula does entry 2 have? C5H11N3O

LUMO of number 2 (C5H11N3O)? 0.0276 Ha

The highest calculated total energy belongs to which entry? C5H11N3O

The highest LUMO belongs to which entry? C5H11N3O